Entry from the OMol25 dataset: a cluster of 15 separate species, C56H101F3NO28S3 in total at a distorted geometry (ωB97M-V/def2-TZVPD).

Structure (XYZ):
```
192
Properties=species:S:1:pos:R:3:forces:R:3:mulliken_charge:R:1
C 0.7673 -3.1425 1.1221 0.43 0.67 0.00 -0.8174
C 0.5136 -2.2200 -0.0757 -0.60 -0.25 0.18 0.3973
N 0.6724 -0.7252 0.1851 -0.61 0.76 0.91 1.2776
C 1.6440 -0.4915 1.3187 0.05 0.29 -0.44 -0.7637
C 1.2332 0.0441 -1.0095 0.71 -1.18 0.09 0.0499
C 0.3028 0.2474 -2.1734 -1.31 -0.30 0.26 -0.3186
C -0.6689 -0.1151 0.5940 0.39 -0.57 -0.18 -1.0956
C -0.5556 1.3701 0.9289 -1.24 -1.04 0.61 1.3119
O -0.2685 1.6041 2.2933 0.48 0.39 -0.89 -0.0497
C -0.4611 3.0087 2.5606 0.30 -0.85 1.46 -0.8190
H 0.8317 -4.1647 0.7544 -0.31 -0.01 -0.06 0.5347
H 0.0020 -3.0447 1.8940 -0.17 -0.13 -0.09 -0.1144
H 1.7225 -2.9259 1.6002 -0.02 -0.12 -0.09 -0.3311
H -0.5262 -2.3443 -0.3735 0.07 -0.01 -0.32 0.0240
H 1.1453 -2.5228 -0.9062 0.07 0.26 -0.02 0.0402
H 2.5723 -0.9702 1.0146 0.00 0.07 0.35 0.0707
H 1.2705 -0.8600 2.2692 -0.06 -0.31 -0.18 0.2766
H 1.7676 0.5828 1.4349 0.10 -0.03 -0.09 0.4041
H 2.0397 -0.6452 -1.2733 0.30 0.46 -0.38 0.7853
H 1.6793 0.9417 -0.5907 -0.03 0.11 -0.26 -0.2762
H 0.7774 0.6986 -3.0412 0.27 -0.08 0.11 0.7355
H -0.5912 0.8440 -1.9674 0.36 0.43 0.21 -0.4993
H -0.1555 -0.6943 -2.4838 0.44 -0.13 -0.24 -0.5189
H -1.0620 -0.7801 1.3647 0.06 0.48 0.47 0.6679
H -1.3757 -0.2406 -0.2273 0.29 0.04 -0.23 0.0784
H -1.5666 1.7469 0.7589 0.08 0.32 -0.44 -0.4968
H 0.1433 1.8353 0.2323 -0.01 0.39 0.16 -0.2264
H -1.5011 3.1698 2.8520 -0.15 0.32 -0.53 0.2236
H -0.0759 3.6591 1.7797 -0.15 -0.03 -0.15 0.0176
H 0.1205 3.1734 3.4689 0.09 0.29 -0.08 0.3483
F 3.5946 -2.5699 -0.0533 -0.11 -0.04 -0.20 0.2847
C 4.8243 -3.0889 0.1169 1.19 -0.71 0.42 0.3116
C 5.9419 -2.3195 -0.1252 -0.04 0.65 -1.11 -0.3820
C 7.2169 -2.8507 -0.0072 0.10 -0.11 -0.33 -1.0130
C 7.3719 -4.1601 0.3626 -0.14 -1.67 0.45 -0.5354
C 6.2583 -4.9693 0.6167 -0.22 1.14 -0.30 -0.8517
C 4.9830 -4.4180 0.4932 -0.40 -0.34 0.18 -0.3600
H 5.8735 -1.4026 -0.7030 -0.39 0.32 0.57 0.5848
H 8.0698 -2.2844 -0.3585 -0.03 0.15 0.23 0.4783
H 8.3080 -4.7038 0.4107 0.32 0.60 -0.05 0.3697
H 6.4105 -6.0099 0.8605 -0.19 -0.04 0.07 0.4659
H 4.1069 -5.0343 0.6580 -0.05 0.08 0.06 0.6770
F -5.5681 -4.7901 -0.7911 -0.24 0.42 -0.20 -0.4044
C -4.9107 -4.0356 -1.7128 -0.23 -1.19 -0.05 0.8375
C -3.6562 -3.6317 -1.3999 1.57 0.92 -0.02 -0.7511
C -2.9041 -2.9327 -2.3588 -0.79 -0.30 0.33 1.0817
C -3.4425 -2.7252 -3.6225 0.30 0.06 0.25 -0.8334
C -4.6763 -3.2790 -3.9700 0.49 0.98 0.63 -0.6775
C -5.4309 -3.8946 -2.9809 -0.62 -0.36 -0.71 -1.1065
H -3.2247 -3.8308 -0.4277 -0.14 -0.05 0.05 0.3991
H -1.9283 -2.5570 -2.0868 0.07 0.05 -0.22 -0.0658
H -2.9081 -2.0704 -4.2966 0.07 -0.30 -0.22 0.6057
H -5.0156 -3.0593 -4.9731 -0.43 -0.37 0.05 0.4106
H -6.4086 -4.3070 -3.2000 0.01 -0.01 0.04 0.4213
F 1.8530 5.3621 -2.0577 -0.16 0.21 0.26 -0.4024
C 2.5181 4.5614 -1.2006 0.63 -0.80 -0.51 -0.0017
C 2.3593 4.7003 0.1621 -0.19 0.28 -0.17 -0.2907
C 3.0609 3.8283 0.9983 -0.25 -0.06 -0.40 -0.7505
C 3.8187 2.8179 0.4335 0.21 -0.33 0.44 -0.1766
C 3.9464 2.6716 -0.9389 -0.42 -0.20 -0.53 -0.3785
C 3.3066 3.5637 -1.7850 -0.73 0.44 0.63 -0.6125
H 1.6514 5.4563 0.4810 0.20 0.01 0.45 0.6087
H 3.0052 3.8429 2.0783 -0.26 0.35 0.00 0.5761
H 4.2631 2.1059 1.1189 0.20 -0.01 -0.15 0.4010
H 4.4141 1.8006 -1.3828 0.33 0.09 0.14 0.5293
H 3.2635 3.4753 -2.8597 0.33 -0.03 -0.02 0.5056
C -6.0171 4.5278 2.6264 1.39 0.35 0.41 -0.4343
S -5.1287 4.1068 4.1942 -1.23 -0.47 0.31 0.4183
O -3.6784 3.9108 3.9054 0.02 0.64 -0.23 -0.5228
C -5.4283 5.5957 5.1883 0.23 0.66 -0.93 -1.0653
H -5.7313 5.4964 2.2130 0.15 0.04 0.21 0.3700
H -7.0983 4.4809 2.7087 0.02 -0.42 0.20 0.4600
H -5.5427 3.7726 1.9995 -0.59 0.00 -0.32 -0.3196
H -4.7763 5.5831 6.0574 -0.22 -0.27 0.15 0.3469
H -6.4923 5.6341 5.4204 0.06 -0.36 0.32 0.4066
H -5.2347 6.5211 4.6387 0.27 -0.15 -0.16 0.2960
C 1.4609 -3.0624 5.1741 0.63 0.14 -0.68 -0.3851
S 2.7311 -3.8565 4.1485 -0.01 -0.82 0.81 0.4280
O 3.2755 -2.8266 3.2076 -0.10 0.11 0.32 -0.4633
C 3.9447 -4.1077 5.4976 0.13 0.10 -1.26 -0.9827
H 1.2723 -3.5784 6.1118 0.14 -0.16 -0.06 0.5298
H 0.5614 -3.0636 4.5635 -0.12 0.37 0.17 -0.0949
H 1.9120 -2.0811 5.3376 -0.46 0.19 0.14 0.0569
H 4.7951 -4.5325 4.9623 0.15 0.04 0.19 0.3618
H 3.5809 -4.8501 6.2030 -0.18 0.19 0.11 0.4299
H 4.2219 -3.1418 5.9157 -0.14 -0.04 0.20 0.1769
C 1.7415 -2.8869 -5.1126 -0.19 0.38 -0.62 -0.8315
S -0.0377 -3.2099 -4.9439 0.26 1.37 -0.20 0.6523
O -0.4694 -1.9261 -4.2764 -0.15 -0.57 0.00 -0.5311
C -0.5296 -3.0054 -6.6720 0.57 -0.16 -0.57 -1.1145
H 1.8569 -2.0384 -5.7884 -0.14 -0.02 -0.06 0.5226
H 2.3462 -3.7017 -5.5046 -0.10 -0.20 0.26 0.5857
H 2.0529 -2.5206 -4.1377 0.05 -0.39 0.13 -0.3163
H -1.6061 -3.1395 -6.7449 0.04 -0.24 0.02 0.3628
H 0.0374 -3.7020 -7.2960 -0.38 -0.48 0.20 0.4900
H -0.2732 -2.0456 -7.1263 0.00 0.33 0.75 0.1924
C -5.7958 3.1363 -1.5637 -0.01 0.50 0.08 -0.8568
O -4.3929 2.8644 -1.5164 0.01 -0.68 -0.41 0.2496
C -3.6247 3.7242 -0.8550 -0.16 0.22 -0.20 0.4606
O -4.0132 4.5481 -0.0678 0.27 0.03 -0.07 -0.6469
O -2.3666 3.5065 -1.2531 -0.29 -0.60 0.29 -0.0519
C -1.3842 4.4640 -0.9269 0.69 0.93 -0.13 -0.7645
H -6.2917 2.4014 -2.1918 0.40 -0.28 0.01 0.0907
H -5.9160 4.1063 -2.0453 -0.27 0.12 0.29 0.4202
H -6.2363 3.0992 -0.5703 -0.02 0.20 0.02 0.2428
H -1.2657 4.7149 0.1288 -0.50 -0.23 0.07 0.2786
H -1.5851 5.3816 -1.4847 -0.01 0.03 0.14 0.5517
H -0.4254 4.0826 -1.2763 -0.16 -0.22 -0.09 -0.0170
C 3.5226 1.2522 -4.8999 -1.00 -0.05 -1.37 -0.4748
O 4.2628 0.4656 -3.9872 -0.24 0.84 0.42 -0.1987
C 4.6007 -0.7516 -4.3635 0.94 -0.51 -0.43 0.8642
O 4.3789 -1.2702 -5.4242 -0.16 0.03 0.03 -0.5932
O 5.2862 -1.2828 -3.3478 0.72 0.67 1.22 -0.1914
C 6.1532 -2.3885 -3.5489 -1.22 -1.90 -1.06 -0.6984
H 4.0816 1.6742 -5.7369 0.69 -0.08 0.40 0.3370
H 3.0217 2.0651 -4.3879 0.16 -0.13 0.39 0.1179
H 2.7680 0.6573 -5.4198 -0.12 -0.19 0.36 0.1086
H 5.9896 -3.1419 -2.7777 -0.30 0.32 0.27 0.1358
H 7.2344 -2.2670 -3.5774 -0.14 1.14 -0.13 0.2117
H 5.7836 -2.8393 -4.4738 0.61 -0.21 -0.12 0.4182
C -1.8964 0.1765 4.8929 1.09 0.73 1.76 -0.7860
O -2.5458 -0.5523 3.8805 -0.64 0.02 0.19 0.0484
C -2.4665 -1.8810 3.9126 0.62 0.01 -0.68 0.6440
O -1.8868 -2.5565 4.7139 -0.08 -0.20 0.44 -0.6587
O -3.0360 -2.3193 2.7908 -0.58 0.55 -0.38 -0.0906
C -3.2199 -3.7165 2.6231 0.05 -0.52 0.97 -0.7659
H -1.7909 -0.2842 5.8809 -0.15 -1.00 -0.50 0.3715
H -2.4272 1.0750 5.2093 -0.35 0.16 -1.09 0.2219
H -0.8853 0.4293 4.5762 -0.09 0.15 -0.20 0.2394
H -3.6864 -4.1445 3.5141 0.06 0.08 0.00 0.3616
H -2.2502 -4.2039 2.5112 -0.12 -0.08 -0.34 0.2848
H -3.9115 -3.8683 1.8010 0.28 0.13 -0.23 0.1713
C -6.8667 -0.7632 -1.8036 -0.78 -1.37 -0.43 -0.8676
O -5.6451 -0.2216 -1.3226 -0.31 0.02 0.71 0.5233
C -5.6889 0.2690 -0.0726 -0.11 0.71 -0.56 0.1280
O -6.6758 0.6133 0.5098 -0.84 -0.25 0.17 -0.6204
O -4.4623 0.4273 0.3660 0.70 -0.01 0.16 0.2335
C -4.3113 1.2020 1.5704 -0.30 -0.67 0.60 -1.0142
H -7.5077 -1.2500 -1.0638 0.56 0.18 0.54 0.3552
H -6.5337 -1.5631 -2.4605 -0.19 0.17 -0.32 0.1365
H -7.5766 -0.1133 -2.3190 0.69 0.66 -0.09 0.2946
H -3.5422 1.9322 1.3554 -0.01 0.19 0.28 0.1497
H -4.0573 0.5267 2.3888 0.57 0.02 -0.26 0.2637
H -5.2480 1.6278 1.9258 -0.02 0.31 -0.63 0.5149
C 3.1452 -4.9541 -2.7662 0.33 0.71 1.03 -0.3737
O 2.1423 -5.9391 -2.8707 -0.42 -0.49 -0.58 -0.4142
C 0.8629 -5.7038 -2.5161 1.08 0.56 0.47 0.5392
O 0.4880 -4.7749 -1.8418 -0.16 -0.06 -0.19 -0.1460
O 0.1571 -6.6922 -3.0034 0.13 -1.02 -0.19 -0.3813
C -1.2043 -6.8120 -2.6854 -2.13 0.83 -0.10 -0.4902
H 3.7431 -4.9117 -3.6730 -0.31 -0.09 -0.23 0.3575
H 3.8326 -5.1871 -1.9494 -0.12 -0.29 0.00 0.3403
H 2.7346 -3.9760 -2.5115 -0.15 -0.01 -0.24 -0.0619
H -1.4833 -6.8685 -1.6324 0.76 0.07 0.20 0.2680
H -1.6700 -7.6734 -3.1597 0.80 -0.28 -0.18 0.3166
H -1.7694 -5.9664 -3.0929 0.24 0.18 0.09 0.0895
C -0.4673 1.0989 -6.4893 0.11 0.12 -0.05 -0.6750
O -1.7479 0.5256 -6.2543 0.15 -0.53 -0.35 -0.3960
C -2.3541 0.7417 -5.1046 -0.68 0.96 1.24 0.7182
O -1.9260 1.3429 -4.1487 0.39 -0.20 -0.22 -0.3722
O -3.5960 0.2768 -5.1956 0.28 -1.07 -0.98 -0.3547
C -4.5478 0.4275 -4.1610 0.27 1.61 0.81 -0.3431
H -0.5320 2.1854 -6.4703 -0.04 0.03 -0.14 0.4506
H -0.2096 0.7242 -7.4755 0.11 0.26 -0.09 0.2762
H 0.3185 0.8024 -5.7939 -0.36 -0.30 0.31 0.0898
H -4.4989 1.4497 -3.7649 -0.13 0.11 -0.37 0.2773
H -4.3747 -0.1330 -3.2445 0.11 -0.75 -0.51 0.0180
H -5.5011 0.2666 -4.6541 -0.08 -0.28 0.31 0.2246
C 5.0519 -0.0793 3.1078 -0.96 0.02 -1.07 -0.3204
O 4.6783 1.0725 3.8699 0.65 0.47 -1.19 -0.3366
C 4.0863 0.9092 5.0121 -0.52 0.14 2.28 0.7798
O 3.7975 -0.1148 5.5837 0.05 -0.37 -0.61 -0.5983
O 3.8653 2.1220 5.5645 0.34 -0.34 -0.77 -0.3566
C 3.1678 2.1432 6.8010 -0.74 0.79 0.03 -0.6632
H 5.8247 -0.6693 3.5839 -0.11 -0.11 0.13 0.5078
H 5.3573 0.2781 2.1233 0.64 0.39 0.35 0.1861
H 4.1577 -0.6366 2.8224 0.12 -0.51 0.83 -0.0358
H 2.7793 3.1618 6.8382 0.07 -0.03 0.21 0.2511
H 3.7968 1.9835 7.6742 0.20 -0.28 -0.20 0.2897
H 2.3058 1.4784 6.8036 0.22 -0.26 -0.02 0.2924
C -1.5705 6.4021 4.3092 -0.37 -0.18 1.44 -0.2339
O -0.3875 7.1725 4.5696 0.23 -0.32 -0.95 -0.3850
C 0.5029 7.0015 3.5740 0.18 0.00 1.38 0.6643
O 0.3925 6.1915 2.6996 0.15 -0.03 -1.09 -0.3656
O 1.5379 7.7770 3.8423 0.09 0.98 0.76 -0.3612
C 2.4431 8.2130 2.8493 0.57 -0.41 -0.72 -0.6211
H -2.1087 6.8496 3.4777 -0.09 -0.41 -0.06 0.2815
H -2.1348 6.4514 5.2421 -0.21 0.44 -0.21 0.2179
H -1.3637 5.3361 4.2307 0.13 0.16 -0.68 0.0054
H 3.4005 7.6970 2.9496 -0.26 -0.46 -0.17 0.2523
H 2.7301 9.2570 2.9725 -0.72 0.12 0.30 0.2780
H 1.9909 8.0564 1.8708 0.29 -0.01 -0.10 0.2835
```
Forces are in eV/Å.

Computed properties:
- DFT total energy: -159178.907 eV
- Total charge: +1
- Gap between HOMO and LUMO: 9.3 eV